[1]
138
Properties=species:S:1:pos:R:3:lowdin_charge:R:1 method="wB97M-V/def2-TZVPD" total_charge=+1
H -1.539 0.419 0.088 0.10
C -10.913 -2.991 0.938 -0.06
H -11.413 3.795 0.800 0.08
H 7.412 -4.769 -1.673 0.08
H -9.283 -2.358 -0.250 0.08
N 15.438 -0.170 1.835 0.01
N -10.009 -3.049 -0.198 0.01
H 16.970 -1.235 2.773 0.08
H -8.443 -0.467 -3.967 0.08
H 8.800 3.910 -1.036 0.10
H -9.612 2.042 0.750 0.06
H -6.630 2.493 -2.260 0.12
H -4.277 -2.694 2.171 0.10
H 7.298 -3.148 -2.377 0.07
C -6.105 -0.088 0.377 -0.22
H 1.694 0.211 -2.985 0.12
H 5.171 2.663 -2.090 0.10
H 0.114 1.492 -1.729 0.12
C -6.865 1.466 -2.518 -0.07
H -6.462 -2.076 -0.514 0.14
C -8.817 0.557 -3.987 -0.04
H -5.773 2.430 1.164 0.07
H 2.213 -0.661 -1.535 0.11
C -9.423 3.104 0.611 -0.56
C -7.056 1.144 0.086 -0.24
H -10.237 4.893 1.503 0.07
H 9.467 0.421 0.457 0.09
C 0.502 0.582 -1.266 -0.23
C -10.988 -5.030 -1.277 0.00
H -8.174 -1.086 -2.042 0.16
H 6.678 0.433 -2.322 0.09
H 2.594 2.027 -0.807 0.11
H -8.050 -1.822 2.519 0.14
C -6.364 -1.041 -0.827 -0.01
C -5.306 -2.636 2.517 -0.02
H 16.356 0.232 -0.744 0.08
O -8.069 2.839 -4.167 -0.02
H -10.331 -3.082 1.856 0.08
O 14.406 1.701 1.165 0.02
O -9.112 -3.777 -2.098 0.02
H -11.417 -2.024 0.937 0.09
H 10.095 1.385 -1.622 0.09
H -6.943 1.260 -4.644 0.15
C 1.851 0.295 -1.911 -0.22
H -5.389 -3.137 3.474 0.10
H -6.134 3.088 -0.396 0.07
H 11.578 0.170 1.566 0.07
C 5.369 1.873 -1.375 -0.21
H 4.482 0.042 -2.113 0.11
H -1.984 -1.261 -0.117 0.10
C -2.318 -0.903 6.980 -0.55
H -3.548 0.697 7.728 0.08
C 7.409 -3.700 -1.450 -0.08
C -9.970 -3.923 -1.235 -0.54
H 8.410 1.914 -2.867 0.10
O 10.574 -2.245 -0.477 0.03
C 8.622 2.846 -0.924 -0.19
O -5.713 -1.258 2.703 0.01
H -3.301 -0.235 3.979 0.08
C -3.013 0.150 -1.410 -0.20
N -2.932 -1.191 5.796 0.00
H -10.814 -5.629 -2.166 0.09
C 7.756 2.325 -2.105 -0.19
H -0.047 -1.464 -1.344 0.11
H -7.895 0.989 0.763 0.10
H -9.462 3.336 -0.450 0.07
C 9.360 -1.713 -2.466 0.00
C -10.501 3.847 1.386 -0.16
C -3.755 -0.326 4.969 -0.08
H 14.709 -0.225 2.530 0.14
H 16.137 1.983 -0.623 0.08
H -8.761 3.110 -3.544 0.10
N -7.716 -0.599 -1.266 0.13
H 7.104 0.837 -0.673 0.11
H 7.234 3.175 -2.531 0.09
H 8.043 2.675 -0.020 0.09
H 0.608 0.748 -0.199 0.11
C -2.494 0.489 7.537 -0.01
C 6.760 1.258 -1.615 -0.21
H -9.601 0.711 -3.250 0.08
H -2.771 -2.136 5.485 0.13
C 4.268 0.813 -1.371 -0.23
H -11.997 -4.621 -1.323 0.09
H -10.699 3.369 2.334 0.08
H 5.415 2.310 -0.379 0.12
H 9.735 1.956 1.343 0.11
H 15.972 -2.181 1.656 0.08
H 10.776 2.785 -0.815 0.11
B -6.559 -0.899 1.680 -0.64
H -9.230 0.677 -4.979 0.09
H -0.813 -0.447 -2.598 0.11
C -1.771 -0.342 -0.653 -0.20
H -3.254 1.727 -0.031 0.12
H -10.894 -5.671 -0.400 0.09
C -3.913 1.016 -0.522 -0.17
H 12.166 1.715 0.925 0.05
H -2.694 0.697 -2.292 0.11
C 9.953 2.074 -0.793 -0.21
S -7.805 3.586 1.278 0.92
H 6.556 -3.483 -0.805 0.08
H 11.882 0.348 -0.141 0.07
H -5.620 -0.912 -1.598 0.12
H -11.661 -3.775 0.921 0.08
H -4.743 -0.767 4.858 0.07
H 17.359 1.187 0.377 0.08
C -7.641 1.527 -3.859 -0.40
H 17.171 -1.040 1.025 0.07
C 16.448 -1.211 1.815 -0.08
H 2.980 2.038 -2.506 0.11
C 9.586 -2.443 -1.163 -0.55
H -5.918 -3.160 1.783 0.09
H -8.619 1.299 -1.312 0.14
C -6.567 2.543 0.435 -0.42
O -7.874 -1.277 1.733 0.18
C -0.530 -0.513 -1.550 -0.20
C -4.604 0.193 0.589 -0.11
N 8.639 -3.339 -0.772 0.01
H -1.950 0.558 8.473 0.08
C 11.520 0.872 0.740 -0.12
H -4.530 0.758 1.511 0.12
C 10.080 1.320 0.533 -0.27
H 8.851 -3.790 0.105 0.14
H -3.602 -0.704 -1.757 0.10
H -4.627 1.597 -1.097 0.08
H -2.096 1.233 6.846 0.08
H 10.196 -1.040 -2.634 0.08
O -1.658 -1.752 7.551 0.04
H 4.289 0.326 -0.397 0.12
C 16.366 1.083 -0.061 -0.01
H 8.441 -1.125 -2.422 0.06
H -4.064 -0.737 0.723 0.11
H -5.902 0.991 -2.673 0.12
H -3.851 0.661 5.409 0.08
C 15.324 0.911 1.018 -0.54
H 9.304 -2.417 -3.297 0.09
H -8.348 -0.722 -0.467 0.14
C 2.885 1.387 -1.639 -0.22
C -7.608 0.901 -1.340 -0.21

[2]
148
Properties=species:S:1:pos:R:3:lowdin_charge:R:1 method="wB97M-V/def2-TZVPD" total_charge=+1
H -7.218 2.040 2.768 0.15
H -8.226 0.962 -1.808 0.07
C -7.994 2.457 2.126 -0.10
H -1.690 3.738 -2.802 0.09
C -8.607 3.738 2.376 -0.21
C 8.120 -3.790 -1.778 -0.02
C 6.050 -2.242 -3.209 -0.06
H 9.906 -1.821 1.202 0.08
H -0.017 -4.650 -2.289 0.09
H 0.908 5.029 -2.598 0.13
H 2.149 -6.492 4.003 0.06
C -0.923 5.058 -4.454 -0.18
H 0.322 0.946 7.443 0.08
C -0.274 0.753 6.551 -0.08
C 1.120 4.171 -3.236 -0.03
H -8.445 -1.527 0.647 0.09
H 0.753 -5.338 4.197 0.04
H 6.957 -2.040 -3.779 0.08
H 5.902 -3.202 0.795 0.15
H 1.864 0.644 3.376 0.10
H -0.617 3.647 -7.259 0.08
C 1.282 -0.606 1.806 -0.29
H 7.674 -4.351 -2.600 0.10
H -1.937 -4.658 -0.306 0.06
N -0.245 -0.397 1.693 0.11
H 6.555 -7.689 -2.094 0.10
H -1.194 -6.091 -0.956 0.06
C 6.285 -2.003 -1.706 -0.14
F 5.208 -2.362 6.979 0.15
H -1.804 2.281 6.918 0.10
H -0.661 -1.543 3.446 0.11
H 0.681 5.183 -6.552 0.09
C 8.204 -1.979 -0.082 -0.13
O 1.762 -1.625 1.252 0.12
H -6.770 3.756 -0.041 0.10
H 5.339 -1.520 -3.610 0.09
H -9.082 -0.298 1.704 0.07
H -9.531 -0.360 0.048 0.08
H 0.566 3.472 -2.609 0.13
C 5.766 -6.983 -1.836 -0.07
H 8.905 -3.175 -2.217 0.11
H 2.042 -4.951 3.106 0.05
H -2.414 3.657 -4.385 0.07
H -0.622 0.494 1.983 0.15
C 5.150 -4.311 5.445 -0.46
C -7.395 0.446 0.602 -0.09
C -1.995 4.347 -3.653 -0.04
C 2.690 -4.740 5.236 -0.23
F -2.898 5.343 4.288 0.09
H 4.548 2.575 -5.232 0.10
H -7.539 5.874 3.542 0.10
H 0.236 0.272 5.717 0.06
C 4.438 3.414 -4.545 -0.04
H -6.650 0.279 1.380 0.13
C -2.700 4.162 4.969 -0.61
H 4.876 -5.422 0.133 0.14
F -3.766 -3.405 -4.652 0.11
H -8.972 6.512 2.695 0.09
H -1.245 -4.934 -3.388 0.10
H -6.325 2.218 -0.837 0.08
H -1.579 2.755 -6.178 0.08
H -0.806 4.571 4.583 0.12
H -7.412 6.854 2.050 0.09
H 10.209 -3.034 0.097 0.07
C 5.515 -4.948 -0.612 -0.16
H -0.649 5.998 -3.974 0.13
H 5.055 3.203 -3.671 0.09
H -2.204 1.224 5.711 0.10
H 0.253 2.171 -4.657 0.14
F -2.571 4.405 6.227 0.19
H -2.857 4.989 -3.470 0.10
O -7.864 4.853 1.865 -0.21
H -0.526 -0.300 0.727 0.18
H 2.239 4.783 -5.913 0.10
O 6.447 -5.922 -1.140 -0.23
H 5.290 -2.068 -1.265 0.12
N 7.267 -2.935 -0.885 -0.20
H -9.836 2.029 0.080 0.12
H -8.892 4.012 3.392 0.14
F -3.604 -1.238 -4.789 0.10
C 2.116 0.530 2.322 0.03
C -8.649 1.963 -1.728 -0.05
N 0.415 4.373 -4.664 -0.19
H 5.030 -4.962 6.311 0.12
H -9.022 3.543 -0.383 0.12
H 5.177 -6.690 -2.705 0.08
H 4.661 4.403 -4.947 0.10
C -0.549 2.845 -6.523 -0.07
H 5.801 -3.289 -3.387 0.07
N -7.714 2.035 0.663 -0.21
H 7.624 -1.335 0.579 0.13
C -1.339 3.639 4.394 -0.47
H 1.362 2.771 -5.701 0.11
C 5.145 -2.703 5.720 -0.60
O -1.125 3.214 3.066 -0.31
C -7.980 6.080 2.567 -0.08
H 6.565 -0.966 -1.523 0.11
H 9.167 -3.346 1.524 0.09
H 8.656 -4.491 -1.137 0.11
O -2.797 -1.343 -1.999 -0.34
O -1.432 -3.095 -2.365 -0.15
O 3.986 -4.580 4.615 -0.17
H 2.397 -3.744 5.569 0.09
H 5.032 -7.376 -1.133 0.09
H 3.075 5.138 -3.305 0.13
O 3.068 3.300 -4.140 -0.22
C 9.396 -2.652 0.715 -0.05
H -9.562 1.961 -2.322 0.09
H 2.100 1.464 1.760 0.10
C 2.668 4.133 -3.192 -0.27
H -1.321 5.194 -5.459 0.13
H -9.578 3.861 1.897 0.13
H 8.734 -1.296 -0.746 0.12
C 0.350 2.995 -5.364 -0.18
C -1.088 -4.486 -2.406 -0.25
H -8.723 1.709 2.440 0.12
H 6.982 -4.477 0.655 0.14
H 2.655 -5.409 6.097 0.10
C -2.969 -2.366 -4.352 -0.59
O 6.230 -4.957 4.866 -0.28
H 2.993 3.806 -2.204 0.14
C 1.290 5.249 -5.650 0.07
C -8.897 2.468 -0.258 -0.14
F 4.004 -2.097 5.348 0.07
O -0.680 2.717 5.279 -0.12
C -1.810 -5.233 -1.224 -0.07
H -0.226 1.969 -7.085 0.11
H -5.674 2.463 0.888 0.12
H 4.917 -4.588 -1.449 0.11
H -2.822 -5.519 -1.512 0.06
F -3.687 3.289 4.699 0.12
F 5.986 -1.986 5.015 0.13
H -1.335 -2.244 1.913 0.10
H -3.508 -3.217 -2.533 0.12
C -2.710 -2.528 -2.811 -0.42
C 6.364 -3.829 0.033 -0.05
F -1.853 -2.430 -5.019 0.16
C 1.827 -5.452 4.050 -0.06
H -2.089 -0.948 2.745 0.10
H -7.853 2.620 -2.079 0.07
H -0.749 -0.017 7.159 0.07
H 1.275 6.263 -5.251 0.11
H -6.933 0.364 -0.382 0.10
C -1.328 1.743 6.099 -0.28
C -1.107 -1.337 2.473 0.02
C -8.670 -0.463 0.708 -0.05
C -6.388 2.747 0.114 0.09
H 3.140 0.239 2.559 0.10

[3]
143
Properties=species:S:1:pos:R:3:lowdin_charge:R:1 method="wB97M-V/def2-TZVPD" total_charge=-1
H 2.020 0.018 -0.906 0.10
C 3.837 -1.043 -0.968 -0.20
H -9.845 -8.134 -0.365 0.08
C 7.314 2.148 -0.824 -0.54
H -10.310 -6.782 0.679 0.09
H -7.468 -2.645 -0.307 0.09
H 10.346 0.241 7.510 0.07
C 8.356 4.259 -1.762 -0.08
C -7.620 -3.978 -4.082 -0.08
C 5.028 -1.529 1.325 -0.22
H 5.428 -0.478 3.922 0.07
H 7.774 0.113 9.026 0.14
H -14.163 -3.872 -5.932 0.08
C -3.021 2.238 -4.691 -0.02
H 7.355 -1.784 3.240 0.09
C -1.408 1.845 3.102 -0.22
H 6.676 -2.940 1.272 0.10
H 10.749 9.577 -1.736 0.08
C -5.121 1.226 -2.853 -0.08
H -4.365 0.578 2.661 0.09
C -2.203 0.541 2.872 -0.21
H -5.911 -3.400 3.068 -0.14
H 7.872 3.732 0.235 0.14
H -6.890 -3.963 -1.330 0.10
H 6.592 2.172 -2.854 0.09
N 7.846 3.392 -0.713 0.02
H 5.210 -3.524 2.064 0.11
H 10.401 6.545 0.350 0.14
H 5.759 -1.534 5.273 0.04
H 5.475 -0.587 1.642 0.09
H -7.777 -4.627 -3.226 0.07
H -6.143 1.596 -2.779 0.08
N -4.878 0.729 -4.197 0.02
C 7.732 -0.050 7.041 -0.54
H 2.631 2.004 -0.160 0.10
O 6.522 -0.170 7.013 0.04
C 0.833 3.056 2.812 -0.20
C -7.285 -2.133 -2.374 -0.52
H 0.406 0.962 2.408 0.10
H -10.590 -2.507 -4.441 0.13
C -10.204 -6.263 -1.372 -0.53
H -2.436 1.946 -3.818 0.08
H 4.151 3.393 2.585 0.10
H -5.615 -0.958 0.898 0.02
H -3.922 0.466 -0.032 0.07
C 3.439 1.297 0.046 -0.18
C 8.568 -0.070 5.782 0.00
N -7.359 -2.617 -3.654 0.00
C 6.417 -2.335 3.349 -0.26
C -13.430 -3.091 -6.105 -0.01
C 5.463 -1.525 4.228 -0.12
O -7.001 -0.960 -2.189 0.03
H 8.270 3.775 -2.730 0.07
C 9.809 0.265 8.452 -0.09
H 11.650 8.198 1.743 0.08
C -3.595 -0.178 0.793 -0.32
H -8.507 -4.012 -4.721 0.07
H -3.714 -1.839 4.086 -0.12
H -13.916 -2.120 -6.003 0.08
H 2.463 -0.543 0.675 0.10
C 7.217 1.553 -2.210 -0.01
H 4.212 -0.465 -1.819 0.09
H -7.179 -1.926 -4.363 0.12
H 0.368 3.541 3.671 0.09
N -11.295 -2.358 -5.148 0.01
H 6.769 0.567 -2.127 0.07
H -10.182 -1.392 -6.639 0.08
H 5.193 -2.627 -0.488 0.10
H -11.050 -0.314 -5.538 0.09
H -8.604 -3.476 -1.379 0.05
H -5.467 -0.021 -4.518 0.12
H -11.534 -7.588 -0.318 0.08
H -3.577 3.145 -4.453 0.08
H 12.637 7.659 0.375 0.08
H -11.729 -7.872 -3.708 0.08
N 8.387 0.109 8.227 0.00
H 6.610 -3.276 3.867 0.10
H -1.151 1.939 4.161 0.10
H -3.525 1.766 1.699 0.09
C 11.718 8.178 0.654 -0.08
C -3.484 0.725 2.034 -0.23
C 9.637 8.001 -0.773 -0.54
O -9.834 -5.128 -1.124 0.03
H 2.540 3.093 4.123 0.10
H 10.017 1.217 8.944 0.08
Br -2.584 -4.577 2.051 -0.26
H -10.974 -8.642 -2.308 0.07
O -3.890 0.604 -6.209 0.00
C 2.874 -0.108 -0.236 -0.21
H 9.113 0.868 5.664 0.08
H -1.554 -0.196 2.398 0.10
C -10.494 -7.262 -0.277 -0.01
O -12.333 -4.139 -4.257 0.03
C -4.589 -1.334 0.907 -0.36
H 4.015 -1.616 1.708 0.11
H 4.437 -1.890 4.164 0.08
H 3.658 0.720 2.129 0.08
C -10.802 -7.966 -3.139 -0.08
H -2.610 -0.546 0.498 0.10
O 6.924 1.542 0.162 0.03
H 7.904 -0.200 4.934 0.06
C -3.959 1.125 -5.102 -0.56
H -10.194 -5.947 -3.337 0.12
H 4.224 1.526 -0.678 0.10
H 2.198 1.520 3.427 0.10
C 9.800 9.436 -1.217 -0.01
H 9.408 4.488 -1.581 0.08
H 5.971 -1.066 -0.544 0.09
H -4.436 2.032 -2.605 0.07
H -4.495 -1.968 0.020 0.02
H -6.766 -4.346 -4.656 0.08
C 5.071 -1.578 -0.203 -0.19
H 0.904 3.811 2.028 0.09
H -2.032 2.708 2.863 0.10
H 7.804 5.193 -1.780 0.06
N 10.565 7.504 0.089 0.01
H 11.776 9.199 0.294 0.07
N -10.376 -6.669 -2.657 0.02
C -0.095 1.924 2.310 -0.21
H 9.282 -0.894 5.802 0.09
H 8.205 1.458 -2.662 0.08
H 10.187 -0.540 9.085 0.08
H -2.347 2.441 -5.517 0.08
H -5.004 0.423 -2.133 0.06
H 9.761 10.112 -0.363 0.08
C -12.320 -3.248 -5.090 -0.55
H 4.996 1.622 1.484 0.07
H -2.471 0.145 3.849 0.06
H -13.044 -3.186 -7.121 0.08
O 8.715 7.305 -1.164 0.03
H -0.357 2.113 1.267 0.11
H -10.039 -8.402 -3.787 0.08
C -7.578 -3.118 -1.278 0.00
C 2.251 2.584 3.203 -0.19
C -11.108 -1.261 -6.077 -0.08
H -11.933 -1.210 -6.779 0.07
C 5.870 -2.658 1.951 -0.21
C 3.324 2.851 2.126 -0.19
H 8.988 9.677 -1.895 0.08
C 3.909 1.566 1.488 -0.20
H 2.904 3.465 1.330 0.09
In -4.330 -2.691 2.656 0.12
H 3.284 -1.872 -1.410 0.10

Record order is preserved below.
Frontier orbital gap: 7.3601; 3.9889; 5.8818 eV
Record order is preserved below.
E_tot: -75113.62445; -92705.61765; -141853.42691 eV